Computed, not measured: a cluster of 2 separate species, C3H9NO3 in total, with ωB97M-V/def2-TZVPD.

## Properties
HOMO-LUMO gap = 10.209 eV
highest occupied orbital energy = -0.358 Eh
lowest unoccupied orbital energy = 0.5 eV
SMILES string = CNCO.O=CO
energy relative to the best compared isomer or geometry (same formula, charge and spin) = 160.8 kJ/mol
electronic energy = -10888.9153 eV

Geometry as ORCA input:
```
! RIJCOSX wB97M-V def2-TZVPD def2/J DEFGRID3
* xyz 0 1
O -1.489 1.882 0.528
O 2.634 0.567 -1.956
O 3.378 1.627 -0.143
N -0.753 -0.274 -0.056
C 2.600 0.874 -0.633
C -1.532 0.529 0.877
C -0.829 -1.694 0.262
H -0.539 -2.281 -0.602
H -2.586 0.231 0.890
H -1.841 -2.023 0.544
H 2.245 -0.305 -2.099
H -1.140 0.349 1.885
H -0.173 -1.935 1.094
H -1.150 -0.121 -0.976
H 1.739 0.417 -0.121
H -0.565 2.156 0.507
*
```



Computed, not measured: a cluster of 2 separate species, C3H9NO3 in total at a distorted geometry, with ωB97M-V/def2-TZVPD.

## Properties
HOMO-LUMO gap (spin up / spin down) = 9.617 / 5.616 eV
highest occupied orbital energy (spin up / spin down) = -0.530 / -0.530 Eh
lowest unoccupied orbital energy (spin up / spin down) = -4.8 / -8.8 eV
energy relative to the best compared isomer or geometry (same formula, charge and spin) = 151.0 kJ/mol
electronic energy = -10879.2379 eV

Geometry as ORCA input:
```
! RIJCOSX wB97M-V def2-TZVPD def2/J DEFGRID3
* xyz 1 2
O 0.949 1.901 0.790
O -2.425 -1.537 2.139
O -1.428 -0.710 -0.415
N 1.262 -0.039 -0.548
C -0.807 -0.571 -1.409
C 0.417 0.461 -1.532
C 1.173 0.512 0.815
H -1.742 -2.174 1.895
H 0.038 1.474 -1.392
H 0.766 0.352 -2.553
H -0.905 -1.305 -2.228
H 0.040 2.111 0.965
H 2.172 0.485 1.252
H -2.169 -0.755 1.647
H 0.431 -0.034 1.403
H 2.228 -0.171 -0.829
*
```



Computed, not measured: an isolated molecule of C3H9NO4 at a distorted geometry, with ωB97M-V/def2-TZVPD.

## Properties
HOMO-LUMO gap = 10.738 eV
highest occupied orbital energy = -0.368 Eh
lowest unoccupied orbital energy = 0.7 eV
SMILES string = N[C@@H](O)CC(O)(O)O
energy relative to the best compared isomer or geometry (same formula, charge and spin) = 25.8 kJ/mol
electronic energy = -12937.1373 eV

Geometry as ORCA input:
```
! RIJCOSX wB97M-V def2-TZVPD def2/J DEFGRID3
* xyz 0 1
O 1.186 -1.334 -0.960
O 1.205 -0.757 1.260
O -2.171 1.153 -0.735
O 2.493 0.369 -0.199
N -1.495 -0.295 1.068
C 1.280 -0.286 -0.042
C -1.175 0.053 -0.274
C 0.113 0.799 -0.396
H 1.916 -1.949 -0.808
H 0.327 1.112 -1.414
H -1.213 -0.824 -0.929
H -1.621 0.547 1.621
H 0.212 1.605 0.327
H 0.261 -0.850 1.499
H 3.075 0.134 0.534
H -2.347 -0.840 1.115
H -2.046 1.362 -1.666
*
```